[1]
This record from the Open Molecules 2025 dataset describes a molecular structure, C49H59As3CsNO5P2S at a distorted geometry. The level of theory is wB97M-V/def2-TZVPD.

The geometry in ORCA input format:
```
! RIJCOSX wB97M-V def2-TZVPD def2/J DEFGRID3
* xyz -2 1
Cs 3.99 0.91 0.33
O 1.45 -3.75 -0.07
S 2.91 -3.32 -0.14
C 4.85 3.06 3.21
C 6.09 3.64 3.44
C 6.30 4.86 4.11
C 5.26 5.53 4.75
C 4.00 4.94 4.65
C 3.81 3.79 3.86
P 2.16 3.17 3.53
C 1.82 2.14 5.03
C 1.43 2.70 6.29
C 1.14 1.84 7.36
C 1.41 0.49 7.23
C 1.86 -0.05 6.03
C 2.02 0.74 4.93
C 1.04 4.64 3.65
C -0.24 4.89 4.21
C -0.89 6.10 3.95
C -0.30 7.02 3.14
C 0.98 6.87 2.58
C 1.61 5.64 2.86
C 3.55 -3.16 1.54
C 4.95 -2.97 1.70
C 5.46 -2.39 2.91
C 4.62 -2.40 4.06
C 3.29 -2.73 3.90
C 2.80 -3.17 2.70
P 0.98 -3.33 2.41
C 0.16 -2.82 3.94
C -0.31 -1.50 3.73
C -0.97 -0.78 4.71
C -1.11 -1.37 5.95
C -0.63 -2.65 6.22
C 0.04 -3.44 5.22
C 0.77 -5.14 2.67
C -0.53 -5.62 2.50
C -1.00 -6.82 3.15
C -0.14 -7.46 4.01
C 1.17 -7.00 4.18
C 1.65 -5.95 3.41
H 7.03 3.24 3.00
H 7.30 5.22 4.08
H 5.50 6.38 5.37
H 3.14 5.43 5.12
H 1.26 3.76 6.41
H 0.90 2.25 8.32
H 1.12 -0.19 8.07
H 1.97 -1.10 5.95
H 2.33 0.29 3.98
H -0.79 4.18 4.81
H -1.88 6.33 4.41
H -0.87 7.94 2.87
H 1.40 7.70 1.99
H 2.59 5.46 2.43
H 5.54 -3.01 0.80
H 6.45 -1.94 2.98
H 4.99 -2.09 5.03
H 2.64 -2.65 4.77
H -0.37 -1.10 2.70
H -1.40 0.20 4.49
H -1.72 -0.79 6.67
H -0.81 -3.06 7.24
H 0.45 -4.39 5.45
H -1.19 -5.12 1.80
H -2.07 -7.13 3.06
H -0.46 -8.37 4.62
H 1.84 -7.52 4.87
H 2.67 -5.67 3.47
C -3.14 2.44 -5.49
As -1.86 0.98 -5.41
C -0.37 1.59 -6.58
C -2.93 0.01 -6.78
C -2.56 -1.43 -7.07
C -1.11 -1.48 -7.67
C -2.60 -2.33 -5.80
As -4.20 -2.58 -4.57
C -4.12 -0.85 -3.68
C -3.13 -3.41 -3.14
C -3.52 -2.27 -8.00
As -4.04 -1.94 -9.83
C -2.38 -1.17 -10.54
C -5.15 -0.23 -9.65
H -3.66 2.37 -6.42
H -2.73 3.42 -5.44
H -3.87 2.36 -4.68
H -0.67 1.87 -7.54
H 0.38 0.80 -6.66
H 0.07 2.41 -5.97
H -2.76 0.58 -7.72
H -3.99 0.10 -6.51
H -0.37 -1.82 -6.93
H -0.76 -0.54 -8.06
H -1.16 -2.24 -8.47
H -1.77 -2.05 -5.13
H -2.42 -3.38 -5.96
H -4.72 -0.96 -2.78
H -4.48 -0.07 -4.34
H -3.09 -0.72 -3.41
H -3.20 -4.48 -3.13
H -3.41 -3.16 -2.14
H -2.09 -3.16 -3.17
H -4.55 -2.43 -7.56
H -3.03 -3.22 -8.17
H -1.79 -2.02 -10.93
H -1.82 -0.48 -9.92
H -2.81 -0.60 -11.38
H -5.32 0.24 -10.61
H -4.68 0.49 -8.93
H -6.10 -0.63 -9.30
O -2.05 3.79 -2.60
H -1.14 3.47 -2.35
H -2.56 3.37 -1.92
N -3.63 3.00 2.59
C -4.76 2.77 2.79
H -2.71 2.91 2.21
O 2.39 3.22 -0.78
C 1.14 3.28 -0.90
O 0.27 2.47 -1.25
H 0.67 4.26 -0.59
O 3.24 -1.91 -0.39
*
```

Computed properties:
**HOMO-LUMO gap**: 5.583 eV
**Energy relative to the best compared isomer or geometry (same formula, charge and spin)**: 0.0 kJ/mol
**HOMO energy**: -2.13 eV

[2]
This record from the Open Molecules 2025 dataset describes 13 unconnected molecules or ions with the total composition C70H61N13O22 at a distorted geometry. The level of theory is wB97M-V/def2-TZVPD.

The geometry in ORCA input format:
```
! RIJCOSX wB97M-V def2-TZVPD def2/J DEFGRID3
* xyz 0 1
C -1.05 -26.74 4.17
C -2.07 -25.77 3.88
N -2.91 -24.97 3.74
H -1.46 -27.75 4.11
H -0.59 -26.53 5.14
H -0.40 -26.68 3.30
C -2.47 -11.22 12.23
C -1.40 -11.83 11.51
N -0.51 -12.37 10.95
H -2.19 -10.90 13.23
H -3.23 -11.99 12.35
H -2.84 -10.45 11.55
C 7.34 -17.28 5.40
C 8.22 -16.18 5.38
C 8.82 -15.73 4.21
C 8.55 -16.43 3.06
C 7.85 -17.63 3.07
C 7.24 -18.01 4.25
N 8.87 -15.89 1.74
O 8.26 -16.29 0.78
O 9.81 -15.09 1.76
H 6.77 -17.49 6.29
H 8.37 -15.72 6.35
H 9.38 -14.80 4.24
H 7.54 -18.11 2.16
H 6.52 -18.81 4.22
C -0.14 -8.35 4.92
C -1.10 -9.22 5.32
C -2.47 -8.87 5.15
C -2.87 -7.57 4.81
C -1.84 -6.62 4.51
C -0.48 -7.07 4.53
N -4.25 -7.11 4.87
O -4.54 -5.92 4.95
O -5.09 -8.01 5.01
H 0.89 -8.65 5.02
H -0.91 -10.23 5.67
H -3.16 -9.60 5.56
H -2.06 -5.60 4.23
H 0.32 -6.42 4.20
C -2.54 -10.33 -1.54
C -2.72 -11.68 -1.16
C -3.65 -12.47 -1.78
C -4.47 -11.93 -2.74
C -4.30 -10.60 -3.12
C -3.34 -9.82 -2.56
N -5.42 -12.86 -3.41
O -5.75 -12.60 -4.55
O -5.88 -13.81 -2.78
H -1.89 -9.63 -1.04
H -2.05 -12.05 -0.39
H -3.70 -13.51 -1.50
H -4.96 -10.17 -3.86
H -3.12 -8.78 -2.72
C 5.55 -7.89 0.03
C 6.84 -8.42 0.12
C 7.95 -7.85 -0.28
C 7.82 -6.56 -0.89
C 6.54 -5.97 -1.01
C 5.40 -6.63 -0.53
N 9.01 -5.77 -1.37
O 8.80 -4.66 -1.81
O 10.16 -6.21 -1.09
H 4.65 -8.37 0.38
H 6.80 -9.43 0.51
H 8.93 -8.32 -0.25
H 6.46 -5.00 -1.48
H 4.39 -6.26 -0.58
C -2.63 -19.77 -8.11
C -3.90 -19.75 -7.56
C -4.12 -20.06 -6.19
C -3.00 -20.41 -5.41
C -1.71 -20.43 -5.96
C -1.49 -20.04 -7.28
N -3.09 -20.69 -3.96
O -2.04 -20.79 -3.35
O -4.20 -20.88 -3.47
H -2.42 -19.48 -9.13
H -4.75 -19.64 -8.21
H -5.11 -20.10 -5.78
H -0.82 -20.70 -5.41
H -0.45 -20.05 -7.56
C 3.87 -21.60 -1.05
C 4.14 -22.41 -2.17
C 4.55 -21.88 -3.33
C 4.77 -20.47 -3.44
C 4.48 -19.66 -2.31
C 3.98 -20.20 -1.15
N 5.20 -19.88 -4.73
O 5.38 -20.63 -5.71
O 5.51 -18.69 -4.86
H 3.62 -22.10 -0.12
H 4.03 -23.48 -2.07
H 4.69 -22.48 -4.22
H 4.77 -18.63 -2.43
H 3.82 -19.61 -0.26
C 6.45 -22.67 12.53
C 6.97 -23.35 11.41
C 6.22 -23.56 10.24
C 4.86 -23.18 10.20
C 4.33 -22.58 11.39
C 5.10 -22.32 12.53
N 4.04 -23.42 9.04
O 2.95 -22.84 8.98
O 4.48 -24.06 8.11
H 7.14 -22.44 13.33
H 7.97 -23.76 11.53
H 6.55 -24.16 9.40
H 3.30 -22.29 11.31
H 4.78 -21.90 13.47
C 8.26 -7.84 5.59
C 9.45 -8.56 5.76
C 10.58 -7.99 5.32
C 10.60 -6.65 4.78
C 9.39 -6.04 4.52
C 8.22 -6.60 5.01
N 11.88 -5.98 4.33
O 12.96 -6.44 4.68
O 11.80 -4.98 3.58
H 7.38 -8.35 5.95
H 9.37 -9.59 6.10
H 11.51 -8.54 5.41
H 9.41 -5.13 3.93
H 7.31 -6.12 4.68
C -7.28 -15.66 3.45
C -6.76 -15.00 4.57
C -6.46 -15.68 5.72
C -6.77 -17.02 5.88
C -7.31 -17.70 4.81
C -7.59 -17.00 3.61
N -6.47 -17.76 7.13
O -6.28 -18.97 7.04
O -6.29 -17.07 8.12
H -7.58 -15.11 2.57
H -6.61 -13.93 4.56
H -5.97 -15.19 6.55
H -7.38 -18.78 4.83
H -8.03 -17.48 2.75
C -0.78 -18.14 5.23
C -0.67 -17.61 3.91
C 0.24 -16.62 3.58
C 1.08 -16.15 4.57
C 1.05 -16.72 5.88
C 0.05 -17.65 6.17
N 2.17 -15.20 4.18
O 2.40 -14.99 3.00
O 2.72 -14.61 5.06
H -1.55 -18.86 5.47
H -1.29 -17.93 3.09
H 0.25 -16.21 2.58
H 1.71 -16.38 6.66
H -0.03 -18.14 7.13
C -0.61 -13.12 -8.98
C 0.48 -12.51 -8.48
C 0.83 -12.88 -7.15
C 0.10 -13.79 -6.41
C -0.99 -14.42 -7.03
C -1.37 -14.06 -8.31
N 0.49 -14.13 -5.01
O 0.02 -15.19 -4.58
O 1.20 -13.34 -4.38
H -0.96 -12.86 -9.97
H 1.06 -11.83 -9.08
H 1.74 -12.47 -6.73
H -1.63 -15.10 -6.50
H -2.27 -14.45 -8.74
*
```

Computed properties:
**HOMO-LUMO gap**: 9.029 eV
**Energy relative to the best compared isomer or geometry (same formula, charge and spin)**: 0.0 kJ/mol
**HOMO energy**: -10.01 eV

[3]
This record from the Open Molecules 2025 dataset describes 3 unconnected molecules or ions with the total composition C28H38NO11 at a distorted geometry. The level of theory is wB97M-V/def2-TZVPD.

The geometry in ORCA input format:
```
! RIJCOSX wB97M-V def2-TZVPD def2/J DEFGRID3
* xyz 0 2
C 5.78 -0.49 0.61
C 4.91 0.60 1.25
C 4.55 1.70 0.26
C 4.16 3.04 0.95
C 2.75 3.54 0.70
C 1.55 2.78 1.30
C 1.78 2.44 2.80
C 1.23 1.13 3.30
O 0.18 1.01 3.94
O 2.04 0.04 3.03
C 0.36 3.76 1.18
C -1.05 3.21 1.39
C -1.99 3.95 0.44
C -1.53 3.54 2.85
N -1.14 1.74 1.27
O -2.33 1.30 1.24
C -0.23 1.04 0.35
C -0.25 -0.46 0.70
C -0.72 1.15 -1.11
C 1.24 1.54 0.42
H 6.80 -0.16 0.47
H 5.34 -0.86 -0.31
H 5.83 -1.33 1.31
H 5.50 1.03 2.05
H 4.03 0.12 1.66
H 5.45 1.88 -0.32
H 3.80 1.37 -0.45
H 4.41 2.97 2.00
H 4.83 3.80 0.54
H 2.60 3.66 -0.37
H 2.70 4.55 1.12
H 2.83 2.47 3.07
H 1.29 3.20 3.39
H 2.20 -0.43 3.85
H 0.55 4.58 1.86
H 0.43 4.19 0.18
H -2.03 4.98 0.79
H -3.00 3.56 0.48
H -1.62 4.00 -0.57
H -2.37 4.23 2.81
H -0.76 4.03 3.43
H -1.90 2.64 3.32
H 0.66 -0.79 1.19
H -0.33 -1.04 -0.21
H -1.09 -0.73 1.33
H -1.19 2.10 -1.33
H 0.07 0.92 -1.80
H -1.49 0.40 -1.25
H 1.52 1.82 -0.59
H 1.92 0.75 0.70
C -5.13 -0.88 -0.06
C -6.43 -1.19 -0.03
C -7.04 -2.18 -0.99
O -8.23 -2.41 -0.88
C -6.17 -2.81 -1.98
C -4.87 -2.50 -2.00
C -4.26 -1.52 -1.03
O -3.07 -1.31 -1.11
O -4.02 -3.03 -2.87
O -7.29 -0.65 0.82
H -4.67 -0.17 0.62
H -6.62 -3.51 -2.67
H -3.14 -2.65 -2.66
H -8.15 -1.05 0.62
C -0.63 -5.27 -3.04
C -0.31 -4.06 -2.57
C 1.12 -3.61 -2.43
O 1.32 -2.49 -2.01
C 2.18 -4.53 -2.81
C 1.85 -5.75 -3.29
C 0.42 -6.19 -3.44
O 0.22 -7.29 -3.90
O 2.75 -6.64 -3.65
O -1.21 -3.16 -2.18
H -1.66 -5.60 -3.15
H 3.20 -4.21 -2.70
H 2.25 -7.42 -3.96
H -0.71 -2.38 -1.88
*
```

Computed properties:
**Expectation value of S²**: 0.754
**HOMO-LUMO gap (alpha / beta)**: 6.475 / 7.794 eV
**HOMO energy (alpha / beta)**: -8.05 / -9.37 eV

[4]
This record from the Open Molecules 2025 dataset describes 2 unconnected molecules or ions with the total composition C6H9N4O4 at a distorted geometry. The level of theory is wB97M-V/def2-TZVPD.

The geometry in ORCA input format:
```
! RIJCOSX wB97M-V def2-TZVPD def2/J DEFGRID3
* xyz -1 1
C 3.76 0.25 -1.11
C 2.47 0.27 -0.64
C -1.65 0.35 0.26
C -1.97 -1.09 0.53
C -3.62 -0.18 -0.75
C 3.83 -0.25 1.00
N -2.58 0.69 -0.80
N -3.36 -1.31 -0.09
N 4.65 -0.01 -0.13
N 2.54 -0.07 0.70
O -2.93 2.02 -0.80
O -4.13 -2.30 0.24
O 5.90 -0.07 -0.29
O 1.46 -0.22 1.51
H 4.05 0.61 -2.00
H -3.38 2.19 0.02
H 1.52 0.44 -1.16
H -2.04 0.94 1.07
H -0.73 0.75 -0.08
H -1.21 -1.68 0.03
H -2.08 -1.31 1.65
H -4.54 0.12 -1.26
H 4.06 -0.13 2.09
*
```

Computed properties:
**HOMO-LUMO gap**: 5.650 eV
**Energy relative to the best compared isomer or geometry (same formula, charge and spin)**: 314.0 kJ/mol
**HOMO energy**: -3.12 eV

no.,electronic energy (hartree)
1,-10141.6862
2,-5069.9329
3,-1972.0498
4,-753.7592